# 1
{
  "formula": "C3H4ClNO2",
  "method": "the ωB97M-V functional and the def2-TZVPD basis",
  "species": ["C", "C", "C", "N", "O", "O", "Cl", "H", "H", "H", "H"],
  "coordinates": [[-0.150, -0.600, 1.188], [-0.147, 1.126, -0.528], [0.569, -1.021, 0.029], [0.928, 1.598, -0.819], [-1.372, -0.896, 1.223], [-0.067, -1.864, -0.755], [-1.715, 1.433, -0.485], [0.228, 0.269, 1.766], [1.608, -0.803, -0.084], [0.994, 2.468, -1.274], [-0.875, -1.710, -0.261]],
  "atomic_forces_ev_per_a": [[-2.1, 1.8, -0.6], [2.6, -3.5, 1.5], [0.4, 2.0, -0.1], [1.5, 0.1, -0.3], [1.1, -0.5, 0.5], [1.2, 0.1, -0.1], [-2.6, 0.5, -0.2], [0.3, -0.9, 0.3], [0.4, -0.1, -0.4], [-0.1, 1.6, -0.7], [-2.7, -1.2, 0.0]],
  "homo_ha": [-0.303, -0.303],
  "orbital_gap_ev": [8.01, 8.00],
  "total_charge": 0,
  "lumo_ha": [-0.009, -0.009],
  "largest_force_ha_per_bohr": 0.0894,
  "relative_energy_kcal_mol": 95.65
}

# 2
{
  "formula": "C10H9N",
  "method": "the ωB97M-V functional and the def2-TZVPD basis",
  "species": ["C", "C", "C", "C", "C", "C", "C", "C", "C", "C", "H", "H", "H", "H", "H", "H", "H", "H", "H", "N"],
  "coordinates": [[-1.820, 2.252, -0.082], [-1.303, 0.673, 0.009], [-1.950, -1.546, -0.156], [-0.619, -1.951, 0.079], [0.371, -1.048, 0.214], [1.835, -1.282, -0.080], [2.657, -0.186, -0.038], [2.295, 1.134, -0.020], [0.991, 1.386, 0.109], [0.048, 0.229, 0.040], [-2.214, 2.668, 1.190], [-2.827, 2.132, -0.936], [-0.612, 2.853, -0.741], [-2.461, -2.530, -0.344], [-0.501, -3.021, 0.269], [1.933, -2.330, -0.542], [3.596, -0.304, -0.065], [3.338, 1.882, -0.061], [0.522, 2.441, 0.121], [-2.257, -0.252, 0.094]],
  "atomic_forces_ev_per_a": [[0.3, -1.3, -0.9], [-1.8, 0.2, 0.9], [3.4, -1.4, 2.1], [-2.9, -2.2, -0.1], [4.8, -0.9, -2.1], [-2.8, -1.0, 0.5], [-4.7, -2.7, -0.5], [2.9, 3.2, 1.0], [-1.7, 1.0, -0.9], [-0.8, 7.5, 1.0], [1.5, -1.0, -4.5], [3.2, 0.9, 3.0], [-4.8, -1.2, 2.0], [-1.5, 2.1, 0.3], [0.5, 0.2, -0.6], [1.1, 1.6, 1.4], [7.1, -1.5, -0.8], [-3.8, -1.7, 0.2], [1.4, -2.2, 0.3], [-1.4, 0.3, -2.4]],
  "homo_ha": -0.307,
  "orbital_gap_ev": 8.55,
  "total_charge": 0,
  "lumo_ha": 0.008,
  "largest_force_ha_per_bohr": 0.1479,
  "relative_energy_kcal_mol": 170.26
}